[1]
C40H31O7S3TeW as an isolated structure at a distorted geometry. Source: OMol25; level of theory: ωB97M-V/def2-TZVPD.

```
! RIJCOSX wB97M-V def2-TZVPD def2/J DEFGRID3
* xyz 1 1
W 3.729 -1.724 0.104
O 5.733 -0.920 3.349
C 5.059 -1.443 2.536
O 5.334 -1.499 1.185
C 3.668 -2.175 2.837
O 3.142 -2.215 3.894
O 3.145 -2.696 1.673
C -3.191 -0.191 -6.510
C -2.503 -0.499 -5.210
C -1.997 0.513 -4.403
C -1.368 0.226 -3.200
C -1.260 -1.086 -2.768
C -1.744 -2.113 -3.574
C -2.350 -1.817 -4.782
S -0.462 -1.528 -1.239
O 2.856 -1.071 -1.201
C -1.471 -0.860 0.081
C -2.382 -1.769 0.691
C -3.144 -1.395 1.749
C -3.017 -0.093 2.303
C -3.789 0.294 3.426
C -3.618 1.519 4.000
C -2.648 2.404 3.477
C -1.909 2.062 2.384
C -2.087 0.807 1.743
C -1.326 0.407 0.591
C -0.347 1.402 0.051
C -0.807 2.601 -0.575
C -2.174 2.793 -0.909
C -2.591 3.960 -1.475
C -1.670 5.002 -1.737
C -0.350 4.840 -1.440
C 0.115 3.634 -0.854
C 1.489 3.463 -0.530
C 1.932 2.313 0.050
C 0.986 1.301 0.325
S 1.501 -0.177 1.157
O 3.105 -0.038 1.212
C 0.967 0.019 2.802
C 1.343 1.133 3.547
C 0.877 1.245 4.840
C 0.035 0.273 5.387
C -0.452 0.396 6.801
C -0.329 -0.824 4.612
C 0.145 -0.971 3.320
H -3.296 0.883 -6.658
H -4.186 -0.635 -6.543
H -2.630 -0.591 -7.356
H -2.082 1.545 -4.721
H -0.939 1.027 -2.616
H -1.651 -3.140 -3.248
H -2.729 -2.624 -5.398
H -2.468 -2.762 0.268
H -3.852 -2.089 2.186
H -4.514 -0.407 3.822
H -4.216 1.815 4.851
H -2.489 3.364 3.950
H -1.170 2.758 2.010
H -2.882 1.996 -0.722
H -3.634 4.093 -1.729
H -2.019 5.927 -2.177
H 0.364 5.628 -1.642
H 2.187 4.260 -0.753
H 2.977 2.163 0.276
H 1.985 1.894 3.122
H 1.157 2.105 5.436
H -0.315 1.405 7.185
H 0.099 -0.286 7.450
H -1.508 0.137 6.876
H -0.989 -1.576 5.027
H -0.139 -1.827 2.721
O 2.257 -3.631 -0.484
H 2.654 -4.510 -0.507
H 1.355 -3.719 -0.149
Te 5.321 -3.124 -1.449
C 4.311 -3.207 -3.236
C 4.820 -2.669 -4.391
C 4.030 -2.981 -5.528
C 2.958 -3.760 -5.211
S 2.884 -4.094 -3.545
H 5.721 -2.075 -4.429
H 4.253 -2.648 -6.530
H 2.200 -4.144 -5.875
*
```

Summary:
* LUMO energy (alpha / beta): -4.65 / -4.64 eV
* E_tot: -3599.07885 Eh
* HOMO (alpha / beta): -0.396 / -0.396 Ha

Löwdin population analysis, charges in e, atoms 1 to 4: number 1, W, carries 1.467; number 2, O, carries 0.212; number 3, C, carries -0.454; number 4, O, carries -0.304

[2]
C40H32BrCl2N4O8SeSiTi as an isolated structure at a distorted geometry. Source: OMol25; level of theory: ωB97M-V/def2-TZVPD.

```
! RIJCOSX wB97M-V def2-TZVPD def2/J DEFGRID3
* xyz -2 2
Ti 0.285 0.313 0.410
O 0.686 -1.002 1.537
C 1.348 -1.093 2.703
C 1.788 0.047 3.361
C 2.497 -0.011 4.590
C 2.920 1.139 5.219
C 2.685 2.419 4.713
C 1.992 2.496 3.512
C 1.554 1.370 2.831
O 0.908 1.532 1.670
N 3.651 1.010 6.478
O 4.053 2.027 7.029
O 3.840 -0.105 6.945
H 1.533 -2.087 3.094
H 2.710 -0.970 5.039
H 3.022 3.294 5.245
H 1.762 3.458 3.068
Br 1.065 -4.169 0.797
C -0.128 -4.252 -0.675
C -0.214 -5.489 -1.327
C -1.104 -5.593 -2.397
C -1.839 -4.501 -2.773
C -1.644 -3.288 -2.042
N -0.782 -3.169 -0.987
C -2.363 -2.222 -2.522
O -3.213 -1.576 -2.970
O -0.782 -0.036 -2.009
H 0.390 -6.319 -0.998
H -1.213 -6.531 -2.927
H -2.544 -4.531 -3.592
Cl 1.805 4.816 -1.842
C 2.437 3.196 -2.000
C 3.428 2.823 -1.205
C 4.036 1.478 -1.347
C 3.202 0.412 -2.128
C 2.315 1.062 -3.135
Cl 1.799 -0.011 -4.425
C 1.843 2.317 -3.045
N 0.892 2.913 -3.859
C -0.161 2.248 -4.555
C -0.202 2.474 -5.928
C -1.183 1.917 -6.728
C -2.151 1.115 -6.147
C -2.130 0.911 -4.777
C -1.154 1.467 -3.949
C -1.299 1.220 -2.458
C -0.765 2.358 -1.572
O -1.186 3.491 -1.785
O 0.052 1.978 -0.675
H 3.798 3.503 -0.449
H 4.335 1.069 -0.382
H 4.936 -0.783 -1.905
H 0.609 3.823 -3.522
H 0.584 3.084 -6.354
H -1.185 2.103 -7.796
H -2.930 0.664 -6.748
H -2.908 0.316 -4.319
H 0.014 -0.294 -2.504
H -2.371 1.171 -2.248
C -3.804 -0.007 0.372
Si -2.136 0.119 1.307
C -2.283 -1.282 2.573
C -2.405 1.722 2.315
C -2.554 2.946 1.652
C -2.699 4.138 2.344
C -2.687 4.144 3.735
C -2.522 2.947 4.416
C -2.384 1.756 3.711
H -4.620 0.046 1.099
H -3.902 -0.954 -0.165
H -3.945 0.802 -0.350
H -3.230 -1.241 3.122
H -1.454 -1.259 3.285
H -2.223 -2.243 2.053
H -2.525 2.980 0.567
H -2.797 5.069 1.796
H -2.783 5.076 4.280
H -2.486 2.941 5.500
H -2.239 0.835 4.265
Se 2.224 -0.855 -1.003
C 4.566 -0.099 -2.683
C 5.126 1.291 -2.435
C 6.609 1.210 -2.454
N 7.164 0.515 -3.376
C 6.321 -0.195 -4.279
C 5.065 -0.574 -4.001
H 4.827 1.913 -3.292
H 7.257 1.715 -1.738
H 6.824 -0.515 -5.183
H 4.523 -1.257 -4.642
*
```

Summary:
* LUMO energy (alpha / beta): 3.76 / 3.32 eV
* E_tot: -9399.17318 Eh
* HOMO (alpha / beta): -0.001 / -0.001 Ha
* expectation value of S²: 0.78

Löwdin population analysis, charges in e, atoms 1 to 4: number 1, Ti, carries 0.707; number 2, O, carries -0.425; number 3, C, carries -0.236; number 4, C, carries -0.167

[3]
C40H32BrKN5O4S as an isolated structure. Source: OMol25; level of theory: ωB97M-V/def2-TZVPD.

```
! RIJCOSX wB97M-V def2-TZVPD def2/J DEFGRID3
* xyz -1 1
K -0.681 0.172 0.239
C -0.210 3.624 0.287
O 0.070 2.584 -0.633
C 0.513 2.920 -1.876
C 0.601 4.236 -2.315
C 1.068 4.514 -3.593
C 1.456 3.481 -4.428
C 1.366 2.169 -3.987
C 0.883 1.860 -2.719
N 0.784 0.537 -2.196
N 1.003 -0.338 -3.087
C 1.047 -1.676 -2.788
C 1.082 -2.239 -1.463
O 1.027 -1.591 -0.406
C 1.202 -3.692 -1.392
C 1.249 -4.481 -2.480
C 1.200 -3.935 -3.805
C 1.199 -4.773 -4.933
C 1.105 -4.257 -6.201
C 1.011 -2.865 -6.359
C 1.009 -2.028 -5.270
C 1.103 -2.534 -3.953
H -1.063 4.222 -0.044
H 0.660 4.269 0.429
H -0.451 3.134 1.228
H 0.304 5.045 -1.664
H 1.134 5.544 -3.922
H 1.834 3.691 -5.420
H 1.681 1.350 -4.617
H 1.204 -4.118 -0.396
H 1.306 -5.560 -2.373
H 1.266 -5.845 -4.780
H 1.098 -4.910 -7.065
H 0.934 -2.442 -7.354
H 0.921 -0.961 -5.406
O -4.154 -0.477 3.047
C -4.687 0.545 3.641
C -5.910 0.487 4.351
C -6.436 1.605 4.972
C -5.785 2.836 4.925
C -4.579 2.916 4.240
C -4.034 1.809 3.616
C -2.714 1.863 2.894
O -2.802 1.310 1.588
N -1.741 1.137 3.694
N -0.521 1.054 3.133
C 0.197 0.034 3.363
C 1.539 -0.122 2.811
Br 2.254 1.357 1.864
C 2.202 -1.275 2.877
C 3.545 -1.580 2.348
C 4.672 -0.871 2.753
C 5.924 -1.198 2.251
C 6.060 -2.232 1.336
C 4.941 -2.948 0.933
C 3.694 -2.630 1.445
H -3.335 0.490 1.744
H -6.425 -0.466 4.388
H -7.378 1.519 5.504
H -6.205 3.706 5.412
H -4.045 3.862 4.193
H -2.356 2.888 2.784
H -2.124 0.255 4.031
H -0.159 -0.795 3.982
H 1.665 -2.100 3.339
H 4.566 -0.064 3.465
H 6.793 -0.639 2.574
H 7.036 -2.477 0.935
H 5.035 -3.747 0.208
H 2.812 -3.161 1.117
S -3.724 -4.125 0.721
C -3.345 -2.440 0.893
N -2.787 -1.883 -0.122
C -2.652 -2.779 -1.172
C -2.148 -2.470 -2.436
C -2.089 -3.463 -3.392
C -2.516 -4.765 -3.099
C -3.023 -5.086 -1.855
C -3.095 -4.078 -0.896
H -3.599 -1.913 1.810
H -1.810 -1.464 -2.649
H -1.689 -3.241 -4.373
H -2.443 -5.530 -3.862
H -3.364 -6.089 -1.634
*
```

Summary:
* LUMO energy: 2.24 eV
* E_tot: -5690.45617 Eh
* HOMO: -0.167 Ha

Löwdin population analysis, charges in e, atoms 1 to 4: number 1, K, carries 0.737; number 2, C, carries -0.090; number 3, O, carries -0.201; number 4, C, carries -0.224

> The lowest E_tot belongs to which entry?

C40H32BrCl2N4O8SeSiTi

> E_tot of number 1 (C40H31O7S3TeW)?

-3599.07885 Eh

> What is the E_tot in the first record?

-3599.07885 Eh

Repeat the first record exactly.
C40H31O7S3TeW as an isolated structure at a distorted geometry. Source: OMol25; level of theory: ωB97M-V/def2-TZVPD.

```
! RIJCOSX wB97M-V def2-TZVPD def2/J DEFGRID3
* xyz 1 1
W 3.729 -1.724 0.104
O 5.733 -0.920 3.349
C 5.059 -1.443 2.536
O 5.334 -1.499 1.185
C 3.668 -2.175 2.837
O 3.142 -2.215 3.894
O 3.145 -2.696 1.673
C -3.191 -0.191 -6.510
C -2.503 -0.499 -5.210
C -1.997 0.513 -4.403
C -1.368 0.226 -3.200
C -1.260 -1.086 -2.768
C -1.744 -2.113 -3.574
C -2.350 -1.817 -4.782
S -0.462 -1.528 -1.239
O 2.856 -1.071 -1.201
C -1.471 -0.860 0.081
C -2.382 -1.769 0.691
C -3.144 -1.395 1.749
C -3.017 -0.093 2.303
C -3.789 0.294 3.426
C -3.618 1.519 4.000
C -2.648 2.404 3.477
C -1.909 2.062 2.384
C -2.087 0.807 1.743
C -1.326 0.407 0.591
C -0.347 1.402 0.051
C -0.807 2.601 -0.575
C -2.174 2.793 -0.909
C -2.591 3.960 -1.475
C -1.670 5.002 -1.737
C -0.350 4.840 -1.440
C 0.115 3.634 -0.854
C 1.489 3.463 -0.530
C 1.932 2.313 0.050
C 0.986 1.301 0.325
S 1.501 -0.177 1.157
O 3.105 -0.038 1.212
C 0.967 0.019 2.802
C 1.343 1.133 3.547
C 0.877 1.245 4.840
C 0.035 0.273 5.387
C -0.452 0.396 6.801
C -0.329 -0.824 4.612
C 0.145 -0.971 3.320
H -3.296 0.883 -6.658
H -4.186 -0.635 -6.543
H -2.630 -0.591 -7.356
H -2.082 1.545 -4.721
H -0.939 1.027 -2.616
H -1.651 -3.140 -3.248
H -2.729 -2.624 -5.398
H -2.468 -2.762 0.268
H -3.852 -2.089 2.186
H -4.514 -0.407 3.822
H -4.216 1.815 4.851
H -2.489 3.364 3.950
H -1.170 2.758 2.010
H -2.882 1.996 -0.722
H -3.634 4.093 -1.729
H -2.019 5.927 -2.177
H 0.364 5.628 -1.642
H 2.187 4.260 -0.753
H 2.977 2.163 0.276
H 1.985 1.894 3.122
H 1.157 2.105 5.436
H -0.315 1.405 7.185
H 0.099 -0.286 7.450
H -1.508 0.137 6.876
H -0.989 -1.576 5.027
H -0.139 -1.827 2.721
O 2.257 -3.631 -0.484
H 2.654 -4.510 -0.507
H 1.355 -3.719 -0.149
Te 5.321 -3.124 -1.449
C 4.311 -3.207 -3.236
C 4.820 -2.669 -4.391
C 4.030 -2.981 -5.528
C 2.958 -3.760 -5.211
S 2.884 -4.094 -3.545
H 5.721 -2.075 -4.429
H 4.253 -2.648 -6.530
H 2.200 -4.144 -5.875
*
```

Summary:
* LUMO energy (alpha / beta): -4.65 / -4.64 eV
* E_tot: -3599.07885 Eh
* HOMO (alpha / beta): -0.396 / -0.396 Ha

Löwdin population analysis, charges in e, atoms 1 to 4: number 1, W, carries 1.467; number 2, O, carries 0.212; number 3, C, carries -0.454; number 4, O, carries -0.304